(1)
Below is 7 unconnected molecules or ions with the total composition H14O7, with properties calculated with the ωB97M-V functional and the def2-TZVPD basis.

Structure (XYZ):
```
21
Properties=species:S:1:pos:R:3:forces:R:3
O 16.0342 5.1272 -19.0978 -0.228 0.113 -0.144
H 16.1699 4.1942 -18.9323 -0.038 -0.268 0.037
H 16.8867 5.5277 -18.9272 0.197 0.187 0.036
O 14.0340 7.5581 -20.9873 0.033 0.186 -0.240
H 14.3714 6.6752 -20.8363 0.176 -0.272 0.138
H 13.4235 7.7084 -20.2656 -0.143 0.049 0.169
O 10.6944 0.7827 -22.7053 -0.189 -0.068 -0.157
H 11.6111 1.0557 -22.7421 0.301 0.142 -0.069
H 10.5081 0.6929 -21.7707 -0.072 -0.036 0.213
O 17.3172 0.9324 -24.0638 -0.366 0.001 -0.007
H 17.9982 0.8761 -23.3935 0.140 -0.049 0.244
H 17.7724 1.2544 -24.8418 0.101 0.090 -0.255
O 14.9048 -0.4712 -28.0536 -0.142 0.105 -0.091
H 15.5456 -1.0614 -28.4501 0.137 -0.158 -0.155
H 15.1774 -0.4008 -27.1387 0.014 0.051 0.256
O 14.9035 -2.4883 -22.9158 0.047 -0.109 0.206
H 15.1454 -1.5956 -23.1622 0.077 0.280 -0.027
H 14.6435 -2.9023 -23.7387 -0.107 -0.143 -0.179
O 14.4295 2.7314 -23.1289 -0.273 -0.108 0.104
H 14.7588 3.6130 -22.9544 0.013 0.244 0.052
H 15.1450 2.2953 -23.5917 0.319 -0.236 -0.132
```
Positions in Å, forces in eV/Å.

Values from the calculation:
SMILES: O.O.O.O.O.O.O
Total charge: 0
Electronic energy (Ha): -535.0473

Atomic partial charges in e from the Löwdin method, atoms 1 to 2: number 1, O, carries -0.05; number 2, H, carries 0.03

---

(2)
Below is C6H14O in the gas phase, with properties calculated with the ωB97M-V functional and the def2-TZVPD basis.

Structure (XYZ):
```
21
Properties=species:S:1:pos:R:3:forces:R:3
C -3.0771 0.3524 -0.8562 -0.144 0.054 -0.075
C -2.3155 -0.4703 0.1825 0.087 -0.030 0.107
C -0.8987 -0.8234 -0.3080 0.003 -0.053 0.015
C 0.2671 -0.4381 0.6189 -0.006 0.039 0.000
C 1.4381 -0.0154 -0.2500 -0.258 -0.085 -0.173
O 2.5765 0.3254 0.4976 -0.030 -0.009 0.059
C 3.5627 0.8350 -0.3627 0.263 0.123 -0.133
H -4.1240 0.4838 -0.5662 0.098 0.028 -0.072
H -3.0542 -0.1304 -1.8424 -0.052 0.012 0.219
H -2.6353 1.3499 -0.9826 -0.033 -0.200 0.081
H -2.2500 0.1025 1.1167 -0.048 -0.120 -0.122
H -2.8756 -1.3829 0.4138 0.042 0.133 -0.001
H -0.8287 -1.8901 -0.5544 -0.039 0.166 0.019
H -0.7634 -0.2925 -1.2550 0.115 -0.028 -0.045
H 0.5603 -1.2675 1.2739 -0.054 0.129 -0.106
H -0.0211 0.3973 1.2689 0.071 -0.081 -0.110
H 1.6866 -0.8225 -0.9632 -0.035 0.085 0.090
H 1.1247 0.8549 -0.8543 0.036 -0.111 0.054
H 3.8722 0.0839 -1.1082 -0.020 0.102 0.147
H 4.4269 1.1255 0.2370 -0.103 -0.052 -0.054
H 3.1866 1.7156 -0.9090 0.108 -0.101 0.102
```
Positions in Å, forces in eV/Å.

Values from the calculation:
SMILES: CCCCCOC
Total charge: 0
Electronic energy (Ha): -312.2195

Atomic partial charges in e from the Löwdin method, atoms 1 to 2: number 1, C, carries -0.13; number 2, C, carries -0.26

---

(3)
Below is a molecular structure, C6H9N, with properties calculated with the ωB97M-V functional and the def2-TZVPD basis.

Structure (XYZ):
```
16
Properties=species:S:1:pos:R:3:forces:R:3
C 1.8262 -0.5424 -0.1019 -0.258 0.069 0.011
N 0.5748 -0.2860 -0.0448 0.525 -0.288 -0.045
C -0.4654 -0.0503 1.0150 0.090 -0.031 0.345
C -0.6645 1.1753 0.1366 -0.382 0.121 0.013
C -0.5158 0.1548 -0.9816 0.067 0.037 -0.348
C -1.5350 -0.9854 -0.7338 -0.036 -0.044 0.123
C -1.5017 -1.1215 0.5918 -0.048 -0.018 -0.122
H 2.3727 -0.7259 0.8157 -0.087 0.018 -0.106
H 2.3263 -0.5347 -1.0634 -0.081 -0.001 0.114
H 2.1599 2.0392 0.1626 -0.053 0.026 0.003
H -0.1071 -0.0137 2.0470 -0.075 -0.005 -0.159
H 1.3903 2.0551 0.1807 0.134 0.011 -0.001
H -1.5483 1.8098 0.2236 0.095 -0.069 -0.008
H -0.2110 0.4014 -2.0020 -0.059 -0.034 0.162
H -2.0843 -1.5491 -1.4790 0.086 0.093 0.122
H -2.0172 -1.8266 1.2336 0.084 0.114 -0.105
```
Positions in Å, forces in eV/Å.

Values from the calculation:
Total charge: 0
Electronic energy (Ha): -288.5202

Atomic partial charges in e from the Löwdin method, atoms 1 to 2: number 1, C, carries 0.04; number 2, N, carries -0.12

---

(4)
Below is C22H20F3NO2 in the gas phase in a non-equilibrium geometry, with properties calculated with the ωB97M-V functional and the def2-TZVPD basis.

Structure (XYZ):
```
48
Properties=species:S:1:pos:R:3:forces:R:3
C 4.4432 3.1820 1.3845 0.279 -0.750 0.290
C 4.0826 1.7140 1.1132 -0.276 -0.168 0.020
C 2.9252 1.1614 1.5509 0.433 -0.157 0.645
C 1.9586 1.9966 2.3562 -0.440 -1.150 0.486
C 0.9598 1.1343 3.1405 -0.324 0.376 -0.457
C 0.4001 0.1199 2.1767 -1.076 -0.119 0.913
C -0.9723 -0.1242 2.1665 0.238 -1.303 -0.931
C -1.5116 -1.1029 1.3108 0.201 0.400 -1.004
O -2.8989 -1.1679 1.2342 0.170 -0.406 0.051
C -3.5859 -1.9946 0.2777 0.695 -0.200 0.296
C -3.7196 -1.3678 -1.0805 0.286 0.787 -1.076
C -4.3062 -2.0540 -2.1596 -0.004 0.219 1.165
C -4.5546 -1.4546 -3.3688 0.009 0.372 -1.503
C -4.1188 -0.1501 -3.5901 0.455 0.197 0.761
C -4.3220 0.5446 -4.9152 -0.681 -0.331 1.375
F -3.1865 0.6039 -5.6223 -0.441 0.371 -0.192
F -5.2532 -0.1353 -5.6369 0.540 0.955 -0.078
F -4.7743 1.8234 -4.6600 0.425 -1.065 -1.011
C -3.4625 0.5365 -2.5503 -0.319 0.054 -1.032
C -3.2873 -0.0499 -1.3156 -0.534 -1.064 -0.428
C -0.6284 -1.8037 0.4791 0.072 -0.169 0.203
C 0.7496 -1.5876 0.5191 0.062 0.806 0.653
C 1.2713 -0.5928 1.3559 -0.362 -0.131 -0.101
N 2.6204 -0.1991 1.3725 0.548 -0.043 0.773
C 3.7483 -1.1427 1.2787 0.265 0.998 -1.447
C 4.6133 -0.6237 0.1059 -0.760 -0.324 1.460
C 4.9622 0.8338 0.3348 -0.273 0.106 -0.486
O 5.9344 1.2444 -0.2423 1.310 0.820 -0.418
H 4.8939 3.2217 2.3929 -0.044 0.243 -0.369
H 3.5782 3.8510 1.3907 0.043 -0.247 -0.106
H 5.1729 3.5769 0.6662 -0.184 -0.372 0.161
H 1.4016 2.5869 1.6751 -0.682 0.798 -0.786
H 2.4380 2.6822 3.0329 0.614 0.184 0.100
H 1.4268 0.6479 4.0048 0.067 0.005 -0.181
H 0.1336 1.7732 3.5193 0.537 -0.393 -0.128
H -1.6485 0.3598 2.8324 -0.266 0.557 0.373
H -4.5842 -2.1432 0.6755 -0.124 0.135 0.305
H -3.1536 -3.0066 0.2069 0.142 0.333 0.041
H -4.6596 -3.0519 -2.0228 -0.092 -0.640 0.185
H -5.0491 -1.9919 -4.2088 0.389 0.343 0.936
H -3.0947 1.5503 -2.7269 -0.181 -0.307 0.081
H -2.8275 0.5212 -0.5561 0.433 0.352 0.830
H -0.9430 -2.5318 -0.2479 -0.473 -0.130 -0.041
H 1.4175 -2.1492 -0.1195 -0.103 -0.033 -0.119
H 4.3834 -1.1866 2.1812 -0.525 0.310 0.002
H 3.4250 -2.1478 1.0542 -0.468 -0.186 0.123
H 5.5262 -1.1965 0.0741 0.413 -0.029 -0.310
H 4.0763 -0.7094 -0.8398 0.004 -0.002 -0.025
```
Positions in Å, forces in eV/Å.

Values from the calculation:
SMILES: CC1=C2CCc3cc(OCc4ccc(C(F)(F)F)cc4)ccc3N2CCC1=O
Total charge: 0
Electronic energy (Ha): -1355.1770

Atomic partial charges in e from the Löwdin method, atoms 1 to 2: number 1, C, carries -0.03; number 2, C, carries -0.14

---

(5)
Below is C20H26ClN3O2S in the gas phase, with properties calculated with the ωB97M-V functional and the def2-TZVPD basis.

Structure (XYZ):
```
53
Properties=species:S:1:pos:R:3:forces:R:3
C 6.8180 -0.2670 0.1326 -0.015 -0.001 0.001
C 5.6353 -0.9738 -0.4489 0.096 -0.140 -0.130
C 4.3460 -0.5150 -0.2402 -0.223 -0.159 -0.077
C 3.2346 -1.1686 -0.7726 0.551 -0.289 -0.109
N 1.9837 -0.6001 -0.5371 -0.488 0.747 0.130
C 0.7496 -1.1907 -0.5185 -0.188 -0.035 0.152
S 0.5393 -2.8319 -0.5071 -0.026 -0.758 0.013
N -0.3022 -0.3419 -0.4530 0.317 -0.011 -0.020
C -0.1857 1.0860 -0.6548 0.189 0.311 0.193
C 0.0822 1.8671 0.6496 -0.248 0.210 -0.100
C -1.1652 2.5851 1.1732 0.236 -0.090 0.045
N -2.2112 1.6564 1.5694 -0.063 0.266 0.071
C -2.0205 1.1530 2.9217 -0.204 -0.234 0.062
C -3.1063 0.1276 3.2507 0.356 0.010 0.075
O -4.3940 0.6782 3.1129 -0.075 0.054 0.162
C -4.5837 1.1654 1.8065 0.010 0.304 -0.272
C -3.5440 2.2287 1.4510 -0.250 -0.226 0.080
C -1.6566 -0.8453 -0.2854 -0.365 -0.080 -0.118
C -2.3836 -0.9082 -1.5866 0.377 -0.869 -0.014
C -2.4073 -1.8538 -2.5678 0.017 0.315 0.482
C -3.2462 -1.3449 -3.5895 -0.241 0.517 0.038
C -3.6670 -0.1276 -3.1562 -0.117 -0.442 -0.713
O -3.1490 0.1519 -1.9467 -0.031 0.325 0.365
C 3.4272 -2.3008 -1.5571 -0.031 0.057 -0.064
C 4.7066 -2.7749 -1.7726 0.103 0.134 0.084
C 5.7950 -2.1221 -1.2220 -0.234 0.105 0.060
Cl 7.3857 -2.7426 -1.5129 0.207 -0.109 -0.048
H 6.5091 0.6073 0.6992 -0.009 0.059 0.040
H 7.4966 0.0455 -0.6600 0.087 0.042 0.018
H 7.3696 -0.9375 0.7901 0.087 0.025 0.045
H 4.1995 0.3758 0.3566 -0.005 0.091 0.090
H 2.0324 0.3370 -0.1616 -0.038 -0.098 -0.125
H 0.5997 1.2826 -1.3914 -0.125 -0.036 0.035
H -1.1287 1.4254 -1.0873 0.078 0.007 -0.065
H 0.8492 2.6250 0.4773 0.090 0.004 0.048
H 0.4519 1.1801 1.4129 0.117 0.000 0.015
H -1.5566 3.2197 0.3739 0.001 0.024 0.031
H -0.8778 3.2437 2.0101 -0.089 0.031 -0.064
H -1.0432 0.6728 2.9936 0.026 -0.008 0.065
H -2.0660 1.9748 3.6584 0.047 -0.037 -0.038
H -3.0207 -0.1965 4.2892 0.061 -0.033 -0.091
H -2.9990 -0.7445 2.5883 0.006 0.037 0.074
H -5.5884 1.5901 1.7797 0.058 -0.036 -0.081
H -4.5186 0.3383 1.0831 -0.033 0.067 0.022
H -3.6999 2.5516 0.4194 -0.019 0.030 0.016
H -3.6720 3.0957 2.1218 -0.010 0.003 -0.051
H -1.5912 -1.8461 0.1458 -0.089 0.227 -0.043
H -2.1699 -0.1577 0.3935 0.070 -0.188 -0.117
H -1.8914 -2.7914 -2.5546 0.160 -0.171 0.092
H -3.4989 -1.8226 -4.5136 -0.107 -0.036 -0.216
H -4.3120 0.6082 -3.5944 -0.074 0.153 0.023
H 2.5865 -2.8121 -1.9923 0.013 0.010 -0.016
H 4.8588 -3.6555 -2.3764 0.037 -0.076 -0.058
```
Positions in Å, forces in eV/Å.

Values from the calculation:
SMILES: Cc1cc(NC(=S)N(CCCN2CCOCC2)Cc2ccco2)ccc1Cl
Total charge: 0
Electronic energy (Ha): -1950.8163

Atomic partial charges in e from the Löwdin method, atoms 1 to 2: number 1, C, carries -0.08; number 2, C, carries -0.30

---

(6)
Below is a molecular structure, C9H12BeN2O4S in a non-equilibrium geometry, with properties calculated with the ωB97M-V functional and the def2-TZVPD basis.

Structure (XYZ):
```
29
Properties=species:S:1:pos:R:3:forces:R:3
Be 0.4132 -1.6533 -2.3592 1.062 0.681 1.042
O 0.8042 3.2749 -3.3468 -0.022 -3.063 -5.016
C 0.7798 2.5578 -4.2752 0.408 3.224 5.667
C 1.1161 -0.0530 -3.0174 6.955 0.183 2.483
O 2.3219 0.2868 -2.8460 -4.880 -1.212 -0.538
C -1.0732 -1.8979 -3.2674 -4.150 -1.941 -3.839
O -1.9083 -2.1373 -4.0178 3.249 1.017 3.318
C 0.2963 0.7250 -3.9131 -7.112 -1.599 -6.701
O -0.6187 0.3312 -4.6223 4.763 2.665 3.822
C 1.0215 2.2492 1.5267 0.191 0.314 0.225
C 0.1430 1.4250 0.6191 -0.206 -0.302 -0.006
N 0.8423 0.1992 0.1320 -0.375 -0.403 -0.192
C 0.3848 -1.0422 0.2662 -0.923 1.389 0.653
S 1.0827 -2.3643 -0.6101 -0.168 -0.418 -1.033
N -0.6825 -1.2720 1.1025 1.084 -0.929 -0.285
C -0.4486 -1.2128 2.5886 0.092 0.400 0.379
C -1.7673 -1.4324 3.2871 -0.186 0.125 0.063
H 1.5542 1.6453 2.2574 -0.019 -0.135 0.030
H 0.4113 2.9595 2.0814 -0.045 0.055 -0.052
H 1.7545 2.8246 0.9644 0.085 -0.029 -0.018
H -0.7699 1.0889 1.1233 0.269 0.091 -0.211
H -0.1523 2.0211 -0.2618 0.088 -0.315 0.214
H 1.6700 0.3376 -0.4515 -0.179 -0.202 0.484
H -1.1187 -2.1764 0.9011 0.284 0.313 -0.027
H 0.2824 -1.9755 2.9066 -0.191 0.172 -0.412
H -0.0174 -0.2407 2.8309 -0.090 0.004 -0.031
H -2.1739 -2.4130 3.0448 -0.021 -0.100 0.046
H -1.6516 -1.3729 4.3689 0.086 -0.054 -0.059
H -2.4958 -0.6823 2.9876 -0.051 0.069 -0.006
```
Positions in Å, forces in eV/Å.

Values from the calculation:
Total charge: +2
Electronic energy (Ha): -1172.8339

Atomic partial charges in e from the Löwdin method, atoms 1 to 2: number 1, Be, carries 0.14; number 2, O, carries 0.22